Run A
The following is a quantum chemistry calculation of a cluster of 2 separate species, C9H14 in total, from the OMol25 dataset.

Geometry as XYZ:
```
23
Properties=species:S:1:pos:R:3:mulliken_charge:R:1
C -3.5377 1.5311 0.7067 -0.69
C -4.0843 0.0999 0.3804 -0.76
H -4.2818 2.3275 0.9287 0.32
H -2.8056 1.3502 1.5105 0.24
H -3.0382 1.8773 -0.2088 0.17
H -4.9513 -0.0143 -0.3685 0.27
H -4.5003 -0.2858 1.3156 0.26
H -3.2422 -0.5476 -0.0096 0.17
C 3.5176 -1.9631 0.2898 -1.00
C 1.9342 1.3465 -0.4977 -0.15
C 2.8680 0.4209 -0.3228 -0.52
C 0.5889 1.0613 -0.7397 -0.84
C 2.5911 -0.9311 -0.2768 0.42
C 0.2966 -0.2789 -0.7452 0.10
C 1.2070 -1.3082 -0.4832 -0.95
H 2.2884 2.3855 -0.5727 0.25
H 3.9358 0.7303 -0.1774 0.18
H -0.1009 1.8737 -0.9391 0.40
H -0.7632 -0.5706 -0.7937 0.11
H 3.6105 -2.0365 1.4127 0.19
H 4.6014 -1.8642 -0.1481 0.26
H 0.7310 -2.1945 -0.1855 0.30
H 3.1348 -3.0093 -0.0756 0.24
```

Its total charge is -1. The calculation puts the HOMO energy (alpha / beta) at 1.011 / -3.319 eV. As for the multiplicity: 2.



Run B
The following is a quantum chemistry calculation of a cluster of 2 separate species, C9H14 in total, from the OMol25 dataset.

Geometry as XYZ:
```
23
Properties=species:S:1:pos:R:3:mulliken_charge:R:1
C -1.3040 0.5654 2.8633 -0.78
C -1.2387 -0.8868 2.3310 -0.73
H -0.8542 0.6527 3.8569 0.29
H -0.6758 1.1802 2.2248 0.19
H -2.3403 0.8787 2.9682 0.25
H -0.4673 -1.4983 2.8080 0.25
H -1.0293 -0.8679 1.2644 0.04
H -2.1519 -1.4361 2.5779 0.37
C 2.6901 0.2833 -0.4997 -1.62
C -0.4325 -1.1745 -2.1616 0.74
C 0.8662 -1.0842 -1.6654 -1.98
C -1.3018 -0.0972 -2.1404 -1.36
C 1.2758 0.0757 -0.9392 2.23
C -0.8012 1.1482 -1.6337 0.27
C 0.4553 1.2204 -1.0824 -1.35
H -0.7097 -2.1256 -2.6200 0.57
H 1.4942 -1.9639 -1.6924 -0.09
H -2.3044 -0.1116 -2.5469 0.22
H -1.4039 2.0377 -1.8138 0.54
H 2.8964 1.3063 -0.1589 0.27
H 3.3623 0.1063 -1.3693 0.52
H 0.9025 2.1802 -0.8470 -0.13
H 3.0723 -0.3889 0.2762 0.29
```

Its total charge is -1. The calculation puts the HOMO energy (alpha / beta) at 0.915 / -3.736 eV. As for the multiplicity: 2.



Short version: run B, run A, most stable first.



Run A
The following is a quantum chemistry calculation of a cluster of 2 separate species, C9H14 in total, from the OMol25 dataset.

Geometry as XYZ:
```
23
Properties=species:S:1:pos:R:3:mulliken_charge:R:1
C 2.0478 -0.6628 2.2164 -1.31
C -0.1677 -1.8781 2.3432 -1.15
C 0.5882 -0.7697 1.9066 0.54
C -1.5345 -1.9156 2.1203 0.37
C -2.1341 -0.8988 1.3556 -1.23
C 0.0372 0.0658 0.8920 -0.72
C -1.3187 0.0128 0.6406 0.17
H 0.3157 -2.6467 2.9305 0.15
H -2.2190 -2.6560 2.5061 0.52
H 2.3455 -1.0069 3.2054 0.43
H 2.4108 0.3625 2.1445 0.38
H -3.2086 -0.7861 1.2159 0.34
H 0.7007 0.6176 0.2299 -0.06
H -1.7608 0.5437 -0.1978 0.36
H 2.6696 -1.2088 1.4697 0.33
C -0.5577 1.3325 -3.2405 -0.79
C 0.8449 1.8789 -2.9734 -1.04
H -0.9842 1.9028 -4.0593 0.35
H -0.5209 0.2866 -3.5324 0.35
H -1.2138 1.3800 -2.3709 0.10
H 1.4699 1.6747 -3.8491 0.32
H 0.8526 2.9613 -2.8363 0.29
H 1.3370 1.4102 -2.1169 0.32
```

Its total charge is -1. The calculation puts the HOMO energy (alpha / beta) at 1.011 / -3.750 eV. As for the multiplicity: 2.



Run B
The following is a quantum chemistry calculation of a cluster of 2 separate species, C9H14 in total, from the OMol25 dataset.

Geometry as XYZ:
```
23
Properties=species:S:1:pos:R:3:mulliken_charge:R:1
C 1.8816 -0.3719 1.4127 -1.31
C -1.3256 1.6915 1.4102 -0.42
C -0.2994 0.8012 1.7396 -0.65
C -1.2400 2.4419 0.2052 -0.67
C 0.8618 0.6004 0.9391 0.98
C -0.0208 2.2382 -0.6015 -0.56
C 0.9358 1.3701 -0.2163 -0.26
H -2.2368 1.9339 1.9585 0.34
H -0.3746 0.4526 2.7688 0.10
H -2.0526 3.0933 -0.0907 0.37
H -0.0621 2.8844 -1.4710 0.31
H 1.5726 -1.4146 1.1193 0.14
H 2.0322 -0.4736 2.5027 0.29
H 1.9224 1.2906 -0.7322 0.13
H 2.9244 -0.2963 0.9793 0.29
C -1.2072 -2.1933 -1.0744 -0.79
C 0.0238 -1.8018 -1.9285 -0.79
H -1.3591 -3.2837 -1.0735 0.31
H -0.9372 -1.9245 -0.0482 0.17
H -2.1054 -1.7402 -1.4840 0.27
H -0.1491 -2.2114 -2.9269 0.36
H 0.3707 -0.7512 -1.9100 0.17
H 0.8443 -2.3357 -1.4781 0.24
```

Its total charge is -1. The calculation puts the HOMO energy (alpha / beta) at 0.912 / -3.194 eV. As for the multiplicity: 2.



Run C
The following is a quantum chemistry calculation of a cluster of 2 separate species, C9H14 in total, from the OMol25 dataset.

Geometry as XYZ:
```
23
Properties=species:S:1:pos:R:3:mulliken_charge:R:1
C 1.6797 -0.5366 -1.7608 -0.36
C 2.9086 -0.6587 -0.8895 -1.13
H 1.7901 -0.2435 -2.7990 0.39
H 1.2465 -1.5493 -1.9074 0.24
H 0.9589 0.0695 -1.1948 -0.12
H 2.6437 -1.0243 0.1026 0.29
H 3.3970 0.3032 -0.7309 0.31
H 3.6871 -1.3117 -1.3200 0.33
C -1.4447 1.7583 -1.0256 -1.28
C -1.3567 -1.4294 1.0210 -0.36
C -1.4648 -0.5062 -0.0027 -0.70
C -0.7876 -1.0296 2.2714 -1.04
C -1.3101 0.8849 0.2028 0.92
C -0.8511 0.3342 2.5302 0.17
C -1.1361 1.2558 1.5551 -1.14
H -1.4941 -2.4787 0.7954 0.47
H -1.8941 -0.8627 -0.9496 0.10
H -0.4281 -1.7848 2.9305 0.51
H -0.7785 0.6545 3.5603 0.45
H -2.1511 1.2364 -1.7145 0.25
H -0.4835 1.8155 -1.5302 0.21
H -0.9016 2.3467 1.6282 0.04
H -1.8298 2.7567 -0.7724 0.46
```

Its total charge is -1. The calculation puts the HOMO energy (alpha / beta) at 0.995 / -3.677 eV. As for the multiplicity: 2.



Run D
The following is a quantum chemistry calculation of a cluster of 2 separate species, C9H14 in total, from the OMol25 dataset.

Geometry as XYZ:
```
23
Properties=species:S:1:pos:R:3:mulliken_charge:R:1
C -0.2235 1.8624 -2.5070 -1.44
C -1.8102 -0.0353 0.3955 -0.57
C -1.3979 0.3814 -0.8486 -0.54
C -1.2931 0.6270 1.4777 -0.13
C -0.6784 1.5816 -1.0580 0.60
C -0.5216 1.8219 1.3761 -1.15
C -0.2907 2.3314 0.0687 -0.24
H -2.5031 -0.9275 0.4492 0.22
H -1.8274 -0.0420 -1.7441 0.18
H -1.6127 0.4700 2.5138 0.35
H -0.3605 2.3668 2.2413 0.61
H 0.8042 1.5290 -2.5970 0.23
H -0.3538 2.9299 -2.6793 0.40
H 0.4770 3.1421 -0.1918 0.14
H -0.7498 1.5340 -3.3998 0.43
C 1.0587 -2.9265 0.4988 -0.82
C 2.0239 -1.9289 1.1374 -0.85
H 0.4350 -3.3727 1.2675 0.22
H 0.4747 -2.4173 -0.3702 0.16
H 1.5411 -3.7333 -0.0101 0.41
H 2.0758 -0.9455 0.6600 0.17
H 2.9174 -2.5411 1.1399 0.33
H 1.8150 -1.7074 2.1802 0.28
```

Its total charge is -1. The calculation puts the HOMO energy (alpha / beta) at 1.029 / -3.863 eV. As for the multiplicity: 2.



Short version: run A, run C, run B, run D, most stable first.



Run A
The following is a quantum chemistry calculation of a cluster of 2 separate species, C9H14 in total, from the OMol25 dataset.

Geometry as XYZ:
```
23
Properties=species:S:1:pos:R:3:mulliken_charge:R:1
C 2.3602 1.2614 -0.8456 -1.42
C -0.1379 -1.6069 -1.0905 -0.54
C 0.0797 -2.2582 0.1707 -0.83
C 0.6671 -0.4889 -1.4209 -0.57
C 1.5810 0.0150 -0.5378 1.09
C 0.9672 -1.7215 1.0661 -0.15
C 1.7151 -0.5561 0.7822 -0.91
H -0.7989 -2.0982 -1.7955 0.35
H -0.5341 -3.1165 0.4185 0.32
H 0.5192 -0.0350 -2.3981 0.22
H 1.0801 -2.2276 2.0220 0.28
H 1.9135 2.1512 -0.3603 0.22
H 2.3644 1.4839 -1.9101 0.36
H 2.3716 -0.1009 1.5171 0.30
H 3.3866 1.2286 -0.4673 0.35
C -2.1522 0.5930 1.2375 -0.62
C -2.2538 1.4704 -0.0030 -0.83
H -1.7176 -0.3864 1.0405 0.00
H -1.5539 1.0398 2.0301 0.28
H -3.1402 0.3749 1.6391 0.36
H -2.9683 2.2980 0.0113 0.37
H -2.5077 0.8684 -0.8812 0.28
H -1.2409 1.8116 -0.2248 0.08
```

Its total charge is -1. The calculation puts the HOMO energy (alpha / beta) at 0.849 / -3.343 eV. As for the multiplicity: 2.



Run B
The following is a quantum chemistry calculation of a cluster of 2 separate species, C9H14 in total, from the OMol25 dataset.

Geometry as XYZ:
```
23
Properties=species:S:1:pos:R:3:mulliken_charge:R:1
C 0.7838 -0.2094 -2.9216 -1.33
C 2.7430 1.3524 -0.0990 -0.34
C 2.6591 0.3380 0.9146 -0.79
C 2.0216 1.2008 -1.2624 -0.46
C 1.2505 0.0466 -1.5136 0.71
C 1.7758 -0.7490 0.7093 -0.32
C 1.0988 -0.9453 -0.4792 -0.79
H 3.3167 2.2494 0.0780 0.35
H 3.3943 0.2272 1.7125 0.29
H 2.0432 2.0157 -1.9781 0.26
H 1.5592 -1.3644 1.5623 0.38
H 0.3686 0.6716 -3.4323 0.28
H 0.0779 -1.0469 -3.0377 0.31
H 0.3750 -1.7457 -0.5937 0.27
H 1.6258 -0.5833 -3.5415 0.23
C -3.6487 -0.6723 1.5408 -1.00
C -2.6094 0.3530 1.9599 -0.67
H -3.8146 -0.7206 0.4716 0.30
H -3.3864 -1.7048 1.7896 0.30
H -4.6251 -0.5886 2.0205 0.32
H -2.7789 0.6654 2.9835 0.30
H -2.6575 1.1847 1.2527 0.23
H -1.5727 0.0254 1.8640 0.17
```

Its total charge is -1. The calculation puts the HOMO energy (alpha / beta) at 0.974 / -3.122 eV. As for the multiplicity: 2.



Short version: run A, run B, most stable first.